# 1
Here is a molecular structure, C20H42NP3SYb from the Open Molecules 2025 dataset. Energies are from ωB97M-V with the def2-TZVPD basis set.

XYZ file:
```
68
Properties=species:S:1:pos:R:3:forces:R:3
Yb 0.13148 -2.54995 -1.31606 -0.60 -0.05 10.66
S 1.27836 0.44900 -2.20432 0.35 -0.39 0.20
P 1.65308 1.56677 1.34703 1.81 1.28 1.44
P -1.46267 2.58209 -1.32593 0.21 -0.10 -0.14
P -1.54015 0.65304 2.26350 -0.45 -0.03 1.44
N 0.66714 -2.71269 1.05272 0.76 0.10 2.73
C -1.37894 3.06971 -3.04509 -0.17 0.33 0.04
C 1.55583 -3.49720 3.35448 0.57 -0.36 1.51
C 0.70998 -1.02937 -2.84870 0.34 1.79 -1.37
C -0.35827 -3.59788 -3.21498 -0.39 -1.67 -1.34
C 1.04517 -2.90363 2.14808 -0.97 -0.34 -3.20
C 2.72635 2.61197 0.26961 -0.62 -0.21 -0.90
C 1.02571 -3.41217 -3.13016 1.13 -1.24 -2.61
C -0.89928 -0.16121 3.79110 0.47 0.04 -0.27
C 1.54681 -2.15121 -2.98270 2.27 0.66 -2.18
C 1.43346 2.76553 2.74488 -0.80 -0.26 -0.26
C -3.09342 -0.32508 2.11844 0.14 -0.15 -0.72
C 1.28487 -2.78030 4.70066 -0.06 0.03 -0.09
C 2.99572 0.54477 2.08741 -0.63 -0.95 -0.30
C -1.21099 -2.49291 -3.15197 -1.45 -0.46 -1.89
C 0.41911 -3.11065 -6.33398 0.36 0.49 -0.11
C -0.98325 3.91363 -0.23318 -0.04 0.53 0.15
C 1.58652 -2.48275 -6.15612 -0.38 0.11 -0.33
C -0.67212 -1.23979 -3.03069 -1.03 1.66 -1.26
C -3.14851 2.05473 -0.93836 -0.37 -0.18 0.11
C -2.24202 2.17357 3.04733 0.40 0.25 -0.47
H 0.06250 0.27775 4.09003 -0.28 -0.14 0.05
H -2.90059 2.70291 2.34584 0.08 -0.10 0.26
H 1.73895 -1.51118 -6.65385 0.07 -0.54 0.35
H 0.10519 4.04955 -0.23767 -0.31 0.01 -0.14
H -1.43028 2.85431 3.33724 -0.29 -0.14 0.04
H 3.09282 2.02098 -0.57966 -0.06 0.18 0.19
H 2.62493 -1.95936 -3.03516 -0.37 -0.27 0.41
H -1.62844 -0.02632 4.60384 0.22 -0.09 -0.24
H 3.38196 -0.13830 1.32206 0.06 0.12 0.20
H -0.35268 3.38720 -3.26342 -0.21 -0.02 -0.04
H -1.31895 -0.35769 -3.03155 0.15 -0.36 0.18
H -1.61867 2.19975 -3.66973 0.00 0.26 0.08
H -1.45581 4.83054 -0.61114 0.15 -0.07 0.24
H 3.57902 2.96259 0.86400 -0.27 -0.12 0.03
H 2.17276 3.47627 -0.11698 0.24 -0.17 0.08
H -0.43398 1.59507 -1.30240 -0.67 -0.13 0.42
H -1.31340 3.74284 0.80183 0.03 -0.04 -0.38
H 0.18021 -4.09753 -5.93021 0.16 0.28 -0.17
H -3.84321 2.74013 -1.46667 0.33 -0.43 0.21
H -2.85186 -1.39486 2.09361 -0.11 0.21 -0.02
H 1.72573 -4.24849 -3.15289 -0.33 0.01 -0.24
H -3.61756 -0.06034 1.19269 -0.07 -0.14 0.27
H 1.74975 -3.36241 5.50586 -0.10 0.12 -0.31
H 0.72793 3.54926 2.44451 0.18 -0.07 0.18
H -2.29904 -2.61666 -3.11324 0.39 -0.07 -0.41
H -3.74244 -0.12132 2.97948 0.19 -0.02 -0.17
H -2.08780 3.89093 -3.22770 0.25 -0.26 -0.14
H -0.74068 -4.60375 -3.32452 -0.15 0.00 0.02
H -2.81385 1.87246 3.93605 0.14 0.13 -0.26
H -0.33823 -2.62303 -6.95850 0.19 -0.37 0.25
H 0.20962 -2.73443 4.90930 0.31 0.09 -0.01
H -3.32019 1.01458 -1.27813 0.02 0.60 0.07
H 1.73120 -1.77785 4.71563 -0.22 -0.23 0.02
H 1.12059 -4.51555 3.42029 0.27 0.43 -0.29
H 1.05278 2.25992 3.64023 0.08 0.17 -0.19
H -0.74436 -1.23228 3.60422 -0.11 0.34 0.06
H 2.62159 -0.04748 2.93106 0.09 0.13 -0.14
H 2.65179 -3.59617 3.23888 -0.45 -0.08 -0.18
H 3.79786 1.20599 2.43535 -0.25 -0.01 -0.12
H 2.43273 -2.88721 -5.58751 -0.39 0.06 -0.31
H 2.40272 3.22209 2.97376 -0.11 -0.14 -0.12
H -3.38054 2.11906 0.14215 0.29 -0.03 -0.57
```
Positions in Å, forces in eV/Å.

Properties
* energy: -93113.606 eV
* charge: +3
* 2S+1: 2
* frontier orbital gap (spin up / spin down): 7.280 / 4.496 eV
* max |F|: 0.208 Eh/bohr


# 2
Here is 2 unconnected molecules or ions with the total composition C16H17BN3O4 from the Open Molecules 2025 dataset. Energies are from ωB97M-V with the def2-TZVPD basis set.

XYZ file:
```
41
Properties=species:S:1:pos:R:3:forces:R:3
O 5.09512 1.68899 2.01040 0.02 -0.01 0.01
O 0.64968 0.34119 -0.67587 -0.22 -0.04 0.01
O -3.32098 0.48837 -3.06693 0.07 -0.21 0.34
O -3.17820 1.20767 -0.77609 -0.03 -0.65 0.50
N -4.68062 -1.23281 -0.10220 -0.48 -0.25 -0.86
N -4.86997 -3.35179 -1.06865 0.20 0.94 -1.16
N -3.13956 -2.99090 0.41461 -0.31 -0.29 0.09
C 1.50293 1.45072 4.12645 0.01 0.00 0.00
C 4.09944 1.35710 1.40969 -0.05 -0.01 -0.03
C 4.14197 1.02392 -0.04372 -0.02 0.00 0.04
C 0.39941 0.88400 2.06791 -0.02 0.00 0.04
C 1.61660 0.93406 1.39758 0.01 -0.01 -0.04
C 0.34208 1.14221 3.42629 -0.01 -0.01 -0.01
C -5.00321 -0.44123 -1.33645 -0.32 0.14 0.03
C 3.06427 0.32688 -2.08454 0.03 0.00 -0.04
C 2.98556 0.65845 -0.73657 -0.02 -0.01 0.03
C 5.36161 1.07140 -0.70572 0.03 -0.01 -0.05
C 5.43174 0.74321 -2.04926 0.00 0.00 0.01
C -4.24012 -2.52153 -0.27191 0.05 -0.13 0.51
C 4.28426 0.36598 -2.73733 -0.01 0.00 0.00
C 2.77754 1.26201 2.09973 0.04 -0.01 -0.03
C 1.66206 0.62238 -0.05890 0.05 0.03 0.00
C 2.71693 1.51461 3.46417 -0.03 0.01 0.05
B -3.74506 0.46630 -1.75726 0.23 0.03 -0.16
H -2.21215 -2.94395 0.02916 0.05 0.35 0.14
H 4.34404 0.10469 -3.78546 0.00 0.01 0.00
H -5.34662 -1.06557 -2.16240 -0.05 0.01 0.00
H -0.49631 0.64042 1.51323 0.01 -0.01 -0.02
H -2.22027 1.13284 -0.68417 0.12 0.59 -0.36
H 6.24450 1.36440 -0.15455 -0.01 0.00 0.03
H -4.36497 -4.03410 -1.62488 -0.02 -0.53 0.68
H -2.69760 -0.18683 -3.34153 0.04 0.05 -0.29
H -5.82526 0.23086 -1.08612 -0.08 -0.04 0.00
H 6.38307 0.77902 -2.56306 0.00 0.00 0.00
H 2.16307 0.04053 -2.60840 -0.02 0.02 0.02
H 1.45848 1.64419 5.18989 0.00 0.01 0.00
H -3.27391 -3.42498 1.31260 0.11 -0.20 -0.07
H -5.41323 -1.14356 0.59494 0.61 0.24 0.61
H -5.71867 -3.01099 -1.50995 0.01 -0.05 0.00
H 3.62923 1.75932 3.99050 0.02 0.01 -0.03
H -0.60685 1.10251 3.94481 0.00 0.01 0.00
```
Positions in Å, forces in eV/Å.

Properties
* energy: -30200.097 eV
* charge: +1
* frontier orbital gap: 6.800 eV
* max |F|: 0.029 Eh/bohr


# 3
Here is a single C3H5N3O2S molecule from the Open Molecules 2025 dataset. Energies are from ωB97M-V with the def2-TZVPD basis set.

XYZ file:
```
14
Properties=species:S:1:pos:R:3:forces:R:3
S 0.60681 0.69228 1.66851 0.32 -0.45 -2.26
O -1.00679 1.51489 -0.53166 1.73 -1.14 1.01
O -2.99678 0.78556 -0.41165 -1.85 -0.63 0.47
N -1.26052 -0.65864 -0.14678 -0.34 0.27 0.39
N -1.87747 0.41251 -0.28992 1.44 0.37 -1.03
N 1.32461 -0.96995 -0.40218 1.66 -0.54 -1.42
C 0.97166 0.04733 -1.03397 -0.21 1.08 4.25
C 0.40864 1.18759 -0.11081 -1.07 0.25 -0.53
C 1.18535 -1.04152 1.00002 -1.07 1.59 -0.48
H 2.17662 -1.11576 1.45492 -0.60 -1.05 0.20
H 0.88223 2.13965 -0.33656 0.02 0.08 0.19
H 0.30951 -1.72243 1.06961 1.23 -0.08 1.16
H 1.02304 0.22551 -2.05804 0.09 -0.10 -1.73
H -1.74688 -1.49702 0.12852 -1.36 0.35 -0.22
```
Positions in Å, forces in eV/Å.

Properties
* energy: -22586.877 eV
* frontier orbital gap: 9.911 eV
* max |F|: 0.085 Eh/bohr
* SMILES string: [H]/N=[N+](\[O-])O[C@@H]1C=NCS1


# 4
Here is 3 unconnected molecules or ions with the total composition C38H52N4O5PS3 from the Open Molecules 2025 dataset. Energies are from ωB97M-V with the def2-TZVPD basis set.

XYZ file:
```
103
Properties=species:S:1:pos:R:3:forces:R:3
S -0.16280 0.65527 1.92223 -0.16 -0.38 -1.69
S -2.76490 3.75163 0.67420 0.51 -0.11 -0.02
S 3.25659 -0.08518 6.47823 -0.38 -0.37 0.36
P -0.85721 3.66383 1.13394 -1.61 0.55 0.19
O 1.93970 -0.75397 0.52915 -0.17 1.57 0.74
O -5.96006 -0.87036 1.20804 1.41 -0.01 -0.57
O 1.71451 -1.89496 7.87804 0.38 0.24 0.33
O 2.59921 -1.54327 -0.41398 0.92 -1.04 -0.57
O -4.26588 -2.37873 1.02835 -1.11 0.64 0.26
N -0.21595 -1.91286 6.85322 -0.25 -1.68 2.44
N -0.93364 1.48281 -0.44222 -0.66 -1.68 0.27
N -2.14806 -2.63754 -4.91824 0.63 1.07 0.61
N 0.55113 -1.02108 6.19699 3.13 0.29 1.17
C 3.80254 -6.97906 -1.89922 0.02 0.05 -0.04
C 1.92546 0.55135 -0.04363 -1.74 0.41 -1.18
C -0.02938 -5.72992 -0.37175 0.00 0.02 0.03
C 0.44858 -2.44694 7.89400 -0.26 2.27 -3.36
C 5.28444 -6.36569 -4.16966 -0.01 0.01 0.03
C -1.19021 0.54350 0.43720 0.88 -0.57 1.41
C -2.03478 -0.74147 -3.21758 1.19 -0.34 -0.75
C 4.83167 -7.81979 -2.30534 -0.01 0.02 0.00
C -3.59704 -0.08530 0.86787 -1.03 0.34 -0.66
C 2.36372 1.15195 4.08973 -1.25 -0.07 0.72
C -4.64362 -1.24276 1.04591 0.62 0.71 -0.31
C 5.57314 -7.51204 -3.43939 -0.02 0.01 0.00
C -1.07059 0.43768 -2.79765 -0.46 0.31 -0.50
C -1.07435 -5.30718 -1.18492 0.01 0.07 -0.04
C 1.75399 -1.00725 6.83573 -2.77 -0.48 -0.73
C 0.87042 3.33729 -1.00096 -0.31 -0.52 -1.25
C 0.37645 5.91724 -1.53627 -1.23 -0.21 -0.13
C 3.51945 -5.82728 -2.62459 0.01 -0.03 0.01
C -3.43159 8.06077 -0.62504 1.32 -0.78 -0.25
C -1.17953 7.23121 0.20725 -1.37 -0.10 -1.83
C 1.96752 2.45378 3.27937 1.36 0.28 0.38
C -0.92437 6.70413 -1.12450 -1.10 0.88 -0.74
C 2.75412 1.46935 5.59646 -0.59 -0.55 -0.95
C 0.09990 2.42487 0.03174 1.99 1.61 0.71
C -1.74538 -1.20607 -4.71915 -0.24 -0.07 0.12
C 4.25893 -5.52184 -3.76081 0.01 -0.02 0.02
C -2.16814 -4.65367 -0.62851 0.12 0.05 0.03
C 2.24322 2.33029 1.72235 -0.43 -0.18 1.46
C -0.02570 4.37947 -1.79765 0.55 0.32 -0.36
C -2.21909 -4.42525 0.74248 -0.04 -0.05 0.18
C -3.19044 7.56278 -1.99275 2.06 -0.37 2.74
C -2.45661 7.90465 0.45584 0.16 -0.69 -1.97
C -1.91267 6.88312 -2.20778 -0.99 0.88 1.46
C -1.70031 1.43074 -1.70521 -0.22 -0.18 -2.45
C -0.08192 -5.50705 0.99913 0.01 0.04 -0.02
C -1.17728 -4.85687 1.55615 0.07 0.00 -0.10
C 1.12159 1.56284 0.90886 0.62 -0.05 -0.89
C -2.18604 -0.64436 0.41147 -0.34 0.78 1.22
H -1.12360 4.30446 -1.60061 0.96 -0.19 0.02
H 0.12784 4.15759 -2.89352 -0.27 0.28 1.11
H 3.67124 2.11702 5.57615 -0.85 -0.61 0.51
H 1.38671 2.65377 -1.74030 -0.56 0.64 0.73
H -3.07082 -3.91048 1.17353 0.36 -0.38 -0.12
H 1.70570 3.92843 -0.53143 -1.00 -0.89 0.04
H -0.79597 3.36431 2.51898 0.68 0.15 -0.50
H 5.05565 -8.71512 -1.73744 -0.01 0.04 -0.03
H -1.70453 6.50189 -3.23703 0.01 0.29 1.06
H -1.85958 -1.34766 1.22935 -0.17 0.58 -1.07
H -3.96471 7.69590 -2.77777 0.85 -0.16 0.62
H -3.12681 -0.50294 -3.15149 0.91 -0.09 0.25
H 0.08579 -3.19632 8.62838 0.75 0.82 -0.71
H -2.21450 -1.20868 -0.55013 0.00 0.68 0.70
H -2.98289 -4.32162 -1.26331 -0.01 -0.05 0.04
H -2.94175 -2.78911 -4.28416 0.40 -0.32 -0.44
H 3.22152 -7.22117 -1.01652 0.04 0.00 -0.03
H 1.33276 0.49471 -1.00857 0.74 -0.15 0.82
H 5.85952 -6.12917 -5.05706 -0.02 -0.01 0.04
H 1.15429 6.03812 -0.74084 -0.49 -0.19 -0.74
H -2.31206 -0.59032 -5.46923 0.46 -0.32 0.87
H -4.02363 0.62118 0.09492 0.53 -0.56 0.78
H 0.82591 -6.23467 -0.80628 -0.05 -0.01 0.00
H -1.21887 -4.68528 2.62597 -0.01 -0.02 -0.04
H -1.79262 2.42138 -2.21888 0.30 -0.70 1.12
H -1.35409 -3.18657 -4.57138 -0.65 -0.10 -0.09
H -0.40007 7.06314 0.99197 -0.91 0.45 -0.64
H 1.90907 1.90390 6.18290 0.79 -0.03 -0.63
H 3.19047 1.72772 1.63017 -0.99 0.69 0.01
H -0.65571 -1.08286 -4.97279 -1.00 -0.20 0.33
H 6.37673 -8.16719 -3.75499 -0.05 0.03 0.01
H 2.47534 3.35828 1.34856 -0.47 -0.91 -0.08
H 3.20033 0.57756 3.61871 -0.65 0.62 0.26
H 2.66782 3.26342 3.64971 -0.76 -0.68 -0.43
H -2.72890 8.30356 1.46093 0.43 -0.43 -0.97
H 0.93735 2.81697 3.52876 0.86 -0.49 -0.24
H -0.85993 1.03916 -3.73089 -0.14 -0.50 1.03
H -1.76130 -1.63849 -2.58800 -0.66 0.86 -0.49
H 2.93468 0.94436 -0.33255 -0.72 -0.41 0.64
H 3.27149 -2.01045 0.12516 -0.42 0.30 -0.26
H 0.73142 -5.84030 1.63367 -0.04 0.00 -0.03
H 2.72048 -5.16718 -2.30412 0.02 -0.03 -0.02
H 1.46638 0.46698 4.16306 1.02 0.50 -0.23
H -0.18752 4.91695 0.95681 0.09 -0.78 0.13
H -0.09328 -0.00540 -2.48102 -0.81 0.43 -0.11
H -2.75911 1.07934 -1.55936 1.22 0.50 0.54
H -4.39789 8.56615 -0.37973 1.01 -0.50 -0.32
H 4.03605 -4.62559 -4.32839 0.01 -0.04 0.02
H -1.03590 -5.48666 -2.25384 0.00 -0.03 0.05
H -3.56504 0.50361 1.82278 0.23 -0.54 -0.81
H 0.75733 6.28667 -2.52987 -0.22 0.01 1.28
H -6.07955 0.03389 0.85388 0.03 -0.47 0.47
```
Positions in Å, forces in eV/Å.

Properties
* energy: -98228.494 eV
* charge: +1
* frontier orbital gap: 7.088 eV
* max |F|: 0.079 Eh/bohr


# 5
Here is 2 unconnected molecules or ions with the total composition C3H10NO from the Open Molecules 2025 dataset. Energies are from ωB97M-V with the def2-TZVPD basis set.

XYZ file:
```
15
Properties=species:S:1:pos:R:3:forces:R:3
O 0.30622 -0.74872 0.16542 0.88 1.97 -1.67
N -1.56397 -1.66531 2.69411 -0.05 -0.05 0.07
C -0.15576 2.02326 -1.09309 2.25 -0.21 -0.88
C 1.00356 1.07786 -1.28303 -1.85 0.77 1.24
C 0.81358 -0.35886 -1.22595 -0.53 -2.47 1.47
H -0.52953 1.93871 -0.06259 -0.18 -0.27 -0.09
H -2.08593 -1.08587 2.06002 0.26 -0.23 0.22
H 1.73201 -0.93946 -1.35482 -0.23 0.25 -0.39
H -0.56620 -1.76031 2.62831 -0.38 0.04 -0.03
H -0.93650 1.80956 -1.82802 -0.24 -0.33 0.28
H -2.04374 -2.11963 3.45386 0.17 0.21 -0.27
H 0.81522 -0.16457 0.75182 -0.15 -0.53 0.53
H 2.04172 1.42779 -1.30445 -0.28 0.25 -0.28
H 0.21111 3.03192 -1.24998 -0.14 0.21 0.14
H -0.02756 -0.74848 -1.82096 0.46 0.39 -0.35
```
Positions in Å, forces in eV/Å.

Properties
* energy: -6800.100 eV
* charge: +1
* frontier orbital gap: 3.631 eV
* max |F|: 0.057 Eh/bohr


# 6
Here is 2 unconnected molecules or ions with the total composition C3H4FN3O2S from the Open Molecules 2025 dataset. Energies are from ωB97M-V with the def2-TZVPD basis set.

XYZ file:
```
14
Properties=species:S:1:pos:R:3:forces:R:3
S 1.85952 -1.05191 -0.16116 -0.53 0.92 0.11
F 3.84403 1.57143 -0.34912 -0.04 -0.13 0.50
O 1.96021 -1.99956 0.91043 -0.23 -0.28 0.50
O 2.38294 -1.37159 -1.45790 0.11 0.12 -0.48
N 2.84402 1.41740 0.57279 -0.70 -0.22 -0.69
N -0.09755 0.81223 -0.61158 0.40 -0.27 0.10
N -1.39015 1.04435 -0.74458 -0.45 0.74 -0.19
C -1.99664 -0.11385 -0.55774 0.41 -0.21 0.06
C -1.07108 -1.13366 -0.27990 0.31 0.07 0.00
C 0.14384 -0.48556 -0.32896 0.64 -0.41 0.13
H -3.06290 -0.19503 -0.62608 -0.20 0.07 -0.01
H 0.59076 1.55199 -0.65747 -0.19 -0.03 0.01
H -1.25874 -2.16908 -0.08891 0.03 -0.22 0.06
H 3.32187 1.11635 1.42902 0.44 -0.15 -0.10
```
Positions in Å, forces in eV/Å.

Properties
* energy: -25288.026 eV
* frontier orbital gap (spin up / spin down): 8.300 / 8.368 eV
* max |F|: 0.021 Eh/bohr